No. 1
A 2-piece molecular cluster, C6H10O overall. Source: OMol25; level of theory: the ωB97M-V functional and the def2-TZVPD basis.

Geometry (Å):
O  0.6561  -1.8241  -0.2556
C  1.1884  0.4599  -0.2390
C  0.2743  1.3630  -0.5274
C  -1.3572  -0.3803  0.2925
C  -0.6835  -1.4396  -0.6120
C  -1.1640  1.0853  -0.1490
C  1.4095  -0.7835  0.1694
H  -1.7173  1.2406  -1.0860
H  -0.6838  -1.1014  -1.6560
H  2.9574  0.8610  1.7217
H  0.4800  2.1976  -1.1955
H  -1.0241  -0.5203  1.3277
H  -1.6109  1.7833  0.5735
H  2.1959  -1.0756  0.8595
H  2.7435  1.1136  1.0434
H  -2.4326  -0.5973  0.2867
H  -1.2317  -2.3820  -0.5538

Forces on the atoms, in the same order (eV/Å):
O 0.01 0.03 -0.02
C -0.32 -0.08 -0.05
C 0.16 -0.22 -0.09
C 0.03 -0.05 0.02
C -0.25 0.04 -0.14
C -0.04 -0.04 0.00
C 0.03 0.27 0.06
H -0.04 -0.02 0.13
H -0.04 0.00 0.08
H 0.06 0.19 -0.13
H -0.05 -0.16 -0.04
H 0.03 -0.01 -0.16
H 0.19 -0.13 -0.06
H -0.16 0.06 -0.04
H 0.26 -0.01 0.46
H 0.14 0.01 0.04
H -0.01 0.13 -0.06

Calculated values
F_max = 0.010 hartree/bohr
SMILES = C1=CCCCOC=1.[H][H]
relative energy (zero: lowest compared OMol25 entry of this formula, charge and spin) = 78.0 kcal per mole
frontier orbital gap = 9.218 eV
molar mass = 98.14 g mol⁻¹
E_tot = -309.71808 hartree

No. 2
A 3-piece molecular cluster, C5H11O2 overall at a distorted geometry. Source: OMol25; level of theory: the ωB97M-V functional and the def2-TZVPD basis.

Geometry (Å):
O  -3.8698  0.2553  -0.7117
O  -2.3917  -0.0479  1.4514
C  3.4571  0.0489  -0.4792
C  -0.3391  0.4000  0.2819
C  -1.4286  -0.6826  0.5863
C  2.2496  0.4123  0.0648
C  0.9355  -0.2186  -0.1686
H  -2.0305  -1.0927  -0.2305
H  4.3734  0.6299  -0.3156
H  3.5585  -0.9162  -0.9926
H  -0.1454  0.9673  1.2040
H  -4.7334  -0.1097  -0.4889
H  1.8825  0.4974  -1.6665
H  -0.9408  -1.5905  0.9919
H  -3.1335  0.3238  0.8664
H  0.9981  -1.2488  -0.5670
H  2.2700  1.3204  0.7154
H  -0.7119  1.0517  -0.5417

Forces on the atoms, in the same order (eV/Å):
O -0.07 0.18 0.43
O 0.78 -0.58 0.41
C 0.70 -0.45 1.83
C -0.56 -0.94 -1.09
C -0.99 1.00 0.59
C 2.15 0.66 -0.42
C 1.93 0.54 -3.47
H 0.47 0.71 -0.68
H -0.52 -0.36 0.20
H -0.07 0.56 -0.20
H -0.28 0.01 -0.27
H -0.03 0.03 -0.11
H -3.27 -0.89 2.11
H -0.17 0.52 0.79
H 0.49 -0.81 -0.88
H -0.28 0.53 0.54
H -0.27 -0.56 -0.71
H -0.02 -0.15 0.93

Calculated values
F_max = 0.078 hartree/bohr
charge = -1
relative energy (zero: lowest compared OMol25 entry of this formula, charge and spin) = 168.6 kcal per mole
frontier orbital gap = 5.712 eV
molar mass = 103.14 g mol⁻¹
E_tot = -347.38096 hartree

No. 3
C5H7LiO3Tm as an isolated structure at a distorted geometry. Source: OMol25; level of theory: the ωB97M-V functional and the def2-TZVPD basis.

Geometry (Å):
Tm  0.3344  0.9482  -2.4434
O  -0.1928  -0.9499  1.4340
O  0.6958  -0.0686  -0.4369
O  -1.4674  0.1688  0.0640
C  4.3022  -2.1512  1.9294
C  -2.4911  2.1129  -0.9536
C  -0.3157  -0.3286  0.3893
C  3.7634  -2.4981  0.8985
C  -1.7263  0.8431  -1.2630
Li  -2.0575  -0.5951  2.0749
H  -2.4075  0.1281  -1.7474
H  -1.8746  2.8559  -0.4287
H  -3.4002  1.9261  -0.3589
H  4.7872  -2.1008  2.8912
H  -2.8036  2.5589  -1.9097
H  1.5871  -0.3980  -0.0809
H  3.2666  -2.4515  -0.0589

Forces on the atoms, in the same order (eV/Å):
Tm -0.53 0.12 -0.12
O 0.06 1.08 -1.85
O 2.56 0.27 -1.55
O -0.16 0.55 -1.16
C -0.43 -0.96 -0.52
C 0.62 0.50 -0.54
C -1.02 -1.80 4.03
C -0.08 1.55 0.31
C -0.51 -0.16 0.92
Li -0.18 -0.34 0.64
H 0.34 -0.07 -0.41
H -0.19 -0.11 0.01
H 0.25 -0.11 -0.22
H -0.09 0.18 -0.35
H -0.14 -0.02 0.24
H -0.95 0.03 0.18
H 0.45 -0.69 0.41

Calculated values
F_max = 0.088 hartree/bohr
⟨S²⟩ = 2.01
charge = +3
spin multiplicity = 3
relative energy (zero: lowest compared OMol25 entry of this formula, charge and spin) = 45.1 kcal per mole
frontier orbital gap (spin up / spin down) = 3.750 / 2.479 eV
molar mass = 290.98 g mol⁻¹
E_tot = -1511.90266 hartree

No. 4
C15H56Ba2O15 as an isolated structure at a distorted geometry. Source: OMol25; level of theory: the ωB97M-V functional and the def2-TZVPD basis.

Geometry (Å):
Ba  38.2209  -27.4870  2.2515
Ba  39.4731  -23.4570  1.2603
O  44.9851  -29.1489  -1.1301
O  39.8421  -20.8988  0.1508
O  39.8924  -22.8856  -3.4473
O  38.3880  -29.8518  -2.1199
O  37.9141  -23.2086  -1.1236
O  40.6123  -24.1359  -1.0798
O  43.1062  -22.9008  -1.7578
O  42.9827  -28.0873  -4.7847
O  40.2922  -26.1657  1.1895
O  36.9713  -26.8566  -0.2970
O  45.0753  -29.3868  1.7012
O  38.9504  -26.5227  -6.0569
O  45.2339  -24.8894  2.4368
O  42.5493  -25.7890  3.0622
O  39.7742  -29.6876  3.0645
C  40.8984  -25.4964  -1.2078
C  41.7241  -25.9692  4.1840
C  39.7154  -29.3561  -1.9104
C  44.5103  -28.2184  2.3064
C  39.3488  -23.8527  -4.3310
C  40.6796  -20.5992  -0.9953
C  44.1305  -28.0798  -1.4466
C  41.1700  -26.2777  0.0520
C  37.1049  -26.5575  -1.7243
C  45.1950  -24.6689  1.0412
C  37.0672  -22.3381  -1.9284
C  38.3280  -27.2347  -5.0238
C  42.2366  -26.9322  -5.1268
C  40.9613  -29.8249  2.2416
C  43.6693  -23.5679  -2.8874
H  41.3853  -26.8461  -4.4472
H  41.6230  -20.1585  -0.6713
H  39.2945  -23.4213  -5.3267
H  36.2470  -22.0071  -1.3020
H  42.2010  -25.5557  5.0671
H  42.2943  -23.3618  -1.4939
H  39.0135  -27.3817  -4.1707
H  40.8733  -30.6803  1.5711
H  39.3254  -20.1164  0.3644
H  36.7096  -22.8702  -2.8068
H  38.0418  -28.2509  -5.3224
H  45.2450  -27.4289  2.4703
H  42.8086  -26.0033  -5.0453
H  40.9035  -21.5259  -1.5132
H  41.0907  -28.9053  1.6699
H  44.6256  -23.0988  -3.0963
H  43.8303  -24.6347  -2.6922
H  41.3238  -27.3250  -0.2449
H  46.0648  -24.1631  0.6323
H  37.6399  -21.4780  -2.2726
H  38.3313  -24.1538  -4.0339
H  45.6359  -29.8450  2.3334
H  42.0037  -25.9897  2.2843
H  39.8011  -30.3394  3.7729
H  44.0469  -28.0131  -2.5281
H  41.7257  -25.6418  -1.9199
H  41.8310  -27.0086  -6.1412
H  37.4378  -26.6928  -4.7121
H  44.0005  -28.4617  3.2467
H  44.3115  -25.0574  2.6563
H  44.2906  -24.1505  0.7021
H  39.9654  -28.5606  -2.6199
H  39.6927  -28.8929  -0.9216
H  40.4697  -30.1389  -1.9439
H  40.0450  -25.9815  -1.7398
H  40.7960  -25.4224  3.9590
H  41.5118  -27.0278  4.3879
H  38.3955  -30.4886  -2.8404
H  37.1826  -27.5236  -2.2165
H  42.1634  -25.9373  0.4067
H  45.1800  -25.6552  0.5434
H  44.5034  -27.1186  -1.0622
H  39.3668  -27.1043  -6.6965
H  43.0342  -23.4593  -3.7743
H  36.2305  -26.0197  -2.0758
H  40.3434  -23.3452  -2.7147
H  43.1093  -28.2351  -1.0524
H  43.7437  -27.8261  1.6343
H  39.9631  -24.7549  -4.3847
H  41.8510  -29.9801  2.8521
H  43.8553  -28.0246  -5.1840
H  40.1747  -19.9142  -1.6717
H  38.7166  -23.4195  -1.6460
H  36.8067  -26.0167  0.1496
H  45.0141  -29.2324  -0.1693
H  38.0204  -26.0023  -1.9175

Forces on the atoms, in the same order (eV/Å):
Ba 1.54 -0.58 -1.15
Ba 1.20 0.29 -2.40
O -0.16 0.05 -0.10
O -0.20 -0.44 0.33
O -0.15 0.05 0.28
O 0.30 0.18 0.11
O -0.09 -0.02 0.19
O -0.40 0.39 1.76
O 0.11 -0.15 -0.05
O -0.06 0.15 0.22
O -1.91 0.18 0.24
O 0.39 0.21 0.85
O -0.48 0.30 0.16
O 0.03 0.52 -0.20
O -0.08 0.56 -0.11
O 0.09 -0.07 -0.25
O -0.22 0.65 -0.24
C -1.48 0.00 -1.15
C -0.13 0.02 -0.28
C -0.61 0.17 -0.09
C -0.05 -0.20 0.04
C 0.01 -0.18 0.01
C 0.42 0.09 -0.14
C -0.12 0.09 0.06
C 1.47 -0.01 0.72
C 0.23 -0.49 -0.03
C -0.24 -1.13 -0.88
C 0.61 -0.13 0.19
C 0.36 -0.89 0.14
C -0.17 0.08 -0.22
C 0.33 -0.38 -0.01
C -0.27 0.14 0.15
H 0.07 -0.16 0.06
H -0.10 0.00 0.08
H -0.02 0.00 -0.03
H -0.13 -0.06 0.01
H 0.01 0.15 -0.02
H -0.07 -0.03 -0.05
H -0.17 0.29 -0.01
H -0.16 0.12 -0.04
H 0.10 0.07 0.01
H -0.15 -0.08 0.07
H -0.19 0.20 -0.09
H 0.02 -0.06 0.07
H 0.09 -0.08 -0.02
H -0.11 -0.01 0.03
H -0.06 0.02 0.00
H 0.08 -0.02 0.00
H 0.06 0.04 0.00
H -0.23 0.05 0.13
H 0.12 0.27 0.51
H 0.03 0.00 0.07
H 0.07 0.03 -0.04
H 0.12 0.08 -0.04
H 0.03 -0.09 0.06
H -0.05 -0.06 -0.04
H 0.00 0.00 -0.04
H 0.28 -0.23 0.40
H 0.09 0.08 0.03
H -0.03 0.05 0.06
H 0.18 0.03 0.03
H 0.13 -0.13 0.49
H 0.11 0.26 0.14
H 0.10 -0.16 -0.05
H 0.19 -0.06 0.13
H 0.06 -0.02 0.04
H 0.14 -0.06 0.21
H -0.35 -0.08 0.58
H -0.06 0.05 -0.08
H 0.02 0.00 -0.04
H -0.10 -0.04 0.06
H -0.05 -0.10 -0.16
H 0.01 0.18 -0.12
H -0.05 -0.06 -0.04
H -0.06 -0.16 0.08
H 0.01 -0.01 0.05
H -0.06 0.04 0.04
H 0.04 -0.05 -0.06
H 0.12 0.00 -0.05
H 0.14 -0.10 -0.17
H 0.02 0.05 -0.04
H -0.09 0.17 0.08
H -0.03 -0.05 -0.07
H -0.10 -0.06 -0.01
H -0.07 0.12 0.04
H -0.35 0.24 -0.58
H 0.25 -0.17 0.09
H -0.09 0.13 0.11

Calculated values
F_max = 0.052 hartree/bohr
charge = +2
relative energy (zero: lowest compared OMol25 entry of this formula, charge and spin) = 14.8 kcal per mole
frontier orbital gap = 5.463 eV
molar mass = 751.25 g mol⁻¹
E_tot = -1784.04860 hartree

No. 5
A 2-piece molecular cluster, C5H10O overall at a distorted geometry. Source: OMol25; level of theory: the ωB97M-V functional and the def2-TZVPD basis.

Geometry (Å):
O  -0.9314  0.7393  -2.3385
C  1.4332  -0.8037  0.6452
C  0.3204  1.3924  1.1553
C  1.3429  0.5700  0.4163
C  0.1919  -1.1848  -0.1116
C  -1.1063  -1.3297  0.2005
H  -1.7965  -1.9362  -0.3485
H  0.5474  -1.7485  -0.9772
H  0.7869  2.1933  1.7217
H  2.3253  -1.3971  0.5167
H  -1.8510  0.9104  -2.5521
H  -1.3138  -1.1962  1.2554
H  -1.0006  0.3911  -1.4431
H  1.7452  1.0516  -0.4760
H  -0.1727  0.6807  1.8220
H  -0.5211  1.6674  0.5137

Forces on the atoms, in the same order (eV/Å):
O -0.09 0.14 0.02
C -0.82 1.98 -0.97
C -1.20 -1.99 -0.70
C 0.03 -0.07 0.17
C -0.42 -3.24 1.44
C 1.02 0.10 1.32
H -0.16 0.21 -0.66
H -0.10 0.58 -0.36
H -0.06 0.13 -0.20
H 0.19 0.16 -1.01
H -0.12 0.13 -0.29
H -0.59 0.46 -0.12
H 0.17 -0.25 0.18
H 1.60 0.38 0.83
H 0.25 0.34 0.54
H 0.30 0.92 -0.19

Calculated values
F_max = 0.070 hartree/bohr
SMILES = C=C/C=C\C.O
relative energy (zero: lowest compared OMol25 entry of this formula, charge and spin) = 108.7 kcal per mole
frontier orbital gap = 7.718 eV
molar mass = 86.13 g mol⁻¹
E_tot = -271.57940 hartree

No. 6
An isolated ion of composition C5H11N2O2S and charge +1 at a distorted geometry. Source: OMol25; level of theory: the ωB97M-V functional and the def2-TZVPD basis.

Geometry (Å):
S  -2.8413  0.3056  -0.7920
O  2.1774  -0.8213  -0.8512
O  2.6834  1.0836  0.2305
N  -3.9675  1.2041  0.2350
N  -0.2355  -1.8030  -0.7061
C  0.4324  0.2961  0.4455
C  -1.8551  -0.4936  0.5288
C  4.0961  0.9324  -0.2150
C  1.8866  0.0439  -0.0589
C  -0.4802  -0.7798  0.0924
H  -1.9776  0.2466  1.2896
H  -3.8082  2.2245  0.2681
H  -2.4283  -1.3647  0.9445
H  -4.9659  1.0633  0.1519
H  4.7198  1.7112  0.2348
H  4.1248  1.0884  -1.3819
H  0.8299  -1.7342  -0.9170
H  4.4560  -0.1135  0.0645
H  0.0317  1.1613  -0.0019
H  -0.9664  -2.5606  -0.8264
H  0.3060  0.4329  1.4866

Forces on the atoms, in the same order (eV/Å):
S -1.65 1.21 0.39
O -0.12 -0.81 0.47
O 0.39 -1.27 0.24
N 1.50 0.39 -0.35
N 0.51 1.45 2.01
C 2.57 -1.93 -0.81
C -2.12 -1.36 0.89
C -0.04 -0.90 -2.03
C -0.09 2.94 -0.37
C -2.16 -1.49 -1.62
H 0.68 0.48 0.68
H 0.25 -0.96 -0.30
H 0.73 0.31 -0.68
H 0.20 -0.74 -0.44
H -0.63 -0.21 0.20
H -0.08 -0.52 2.34
H -1.09 -1.04 -0.59
H -0.46 1.55 -0.47
H -0.32 1.39 -0.74
H 1.47 1.24 -0.09
H 0.43 0.28 1.28

Calculated values
F_max = 0.064 hartree/bohr
charge = +1
SMILES = COC(=O)CC(=[NH2+])CSN
relative energy (zero: lowest compared OMol25 entry of this formula, charge and spin) = 7.3 kcal per mole
frontier orbital gap = 8.549 eV
molar mass = 163.22 g mol⁻¹
E_tot = -855.01984 hartree